{"formula": "C2H6N3S2", "method": "the ωB97M-V functional and the def2-TZVPD basis", "species": ["C", "C", "N", "N", "N", "S", "S", "H", "H", "H", "H", "H", "H"], "positions_angstrom": [[-2.650, -0.494, 0.083], [-0.190, -1.345, -0.091], [0.060, -0.134, -0.281], [-2.260, 0.685, -0.128], [2.645, 0.781, 0.028], [-2.154, 2.177, 0.192], [-1.750, -1.978, -0.166], [2.134, 1.566, 0.591], [-3.694, -0.719, 0.535], [0.661, -2.085, 0.005], [2.694, 0.910, -0.938], [1.046, 0.264, -0.190], [3.457, 0.372, 0.360]], "orbital_gap_ev": [6.2126, 6.2120], "e_lumo_ev": [-7.02, -7.02], "spin_multiplicity": 1, "e_tot_ev": -28301.359, "charge": 1, "homo_energy_ev": [-13.23, -13.23], "e_above_lowest_kj_mol": 410.5}

{"formula": "C30H75AsF6N5O14SV", "method": "the ωB97M-V functional and the def2-TZVPD basis", "species": ["V", "S", "O", "O", "O", "O", "As", "F", "F", "F", "F", "F", "F", "C", "O", "C", "C", "N", "C", "C", "O", "C", "H", "H", "H", "H", "H", "H", "H", "H", "H", "H", "H", "H", "H", "H", "H", "C", "O", "C", "C", "N", "C", "C", "O", "C", "H", "H", "H", "H", "H", "H", "H", "H", "H", "H", "H", "H", "H", "H", "H", "C", "O", "C", "C", "N", "C", "C", "O", "C", "H", "H", "H", "H", "H", "H", "H", "H", "H", "H", "H", "H", "H", "H", "H", "C", "O", "C", "C", "N", "C", "C", "O", "C", "H", "H", "H", "H", "H", "H", "H", "H", "H", "H", "H", "H", "H", "H", "H", "C", "O", "C", "C", "N", "C", "C", "O", "C", "H", "H", "H", "H", "H", "H", "H", "H", "H", "H", "H", "H", "H", "H", "H"], "positions_angstrom": [[1.127, 1.239, 0.381], [-1.323, 0.333, -0.042], [0.134, -0.075, -0.595], [-1.660, -0.588, 1.019], [-0.979, 1.719, 0.449], [-2.217, 0.323, -1.158], [4.844, 4.006, 3.729], [5.563, 3.459, 2.279], [5.937, 2.943, 4.611], [3.959, 4.475, 5.075], [3.736, 4.856, 2.663], [3.729, 2.620, 3.607], [5.886, 5.425, 3.878], [1.589, -1.797, 1.037], [1.697, -0.541, 1.651], [0.870, -0.562, 2.873], [0.982, 0.813, 3.462], [0.676, 1.903, 2.502], [0.727, 3.196, 3.180], [-0.147, 4.233, 2.522], [0.612, 4.525, 1.354], [0.211, 5.725, 0.682], [2.355, -1.829, 0.267], [0.629, -1.964, 0.651], [1.848, -2.564, 1.775], [1.269, -1.253, 3.595], [-0.182, -0.877, 2.631], [2.004, 1.004, 3.887], [0.203, 0.965, 4.253], [-0.355, 1.849, 2.375], [1.749, 3.563, 3.235], [0.402, 2.949, 4.219], [-0.329, 5.125, 3.132], [-1.125, 3.956, 2.134], [-0.759, 5.716, 0.119], [1.033, 6.026, 0.012], [0.147, 6.585, 1.422], [-2.312, -3.395, -0.226], [-1.149, -4.090, 0.114], [-1.023, -4.231, 1.479], [0.299, -4.806, 1.852], [0.684, -4.233, 3.139], [1.872, -4.783, 3.781], [3.155, -4.201, 3.310], [3.345, -4.670, 1.999], [4.487, -4.067, 1.404], [-2.491, -2.471, 0.380], [-3.200, -4.060, 0.060], [-2.220, -3.188, -1.298], [-1.913, -4.677, 1.886], [-0.992, -3.215, 1.917], [1.020, -4.436, 1.127], [0.283, -5.855, 1.921], [-0.131, -4.297, 3.690], [1.928, -5.889, 3.716], [1.815, -4.576, 4.832], [3.958, -4.377, 4.043], [2.983, -3.111, 3.215], [4.485, -4.311, 0.348], [5.378, -4.385, 1.856], [4.445, -2.950, 1.377], [-7.150, 0.077, 1.888], [-5.925, -0.165, 1.234], [-4.786, -0.051, 2.028], [-4.349, 1.407, 2.117], [-4.232, 2.011, 0.853], [-3.699, 3.269, 0.596], [-3.882, 3.739, -0.802], [-5.337, 3.831, -1.103], [-5.926, 5.042, -0.710], [-7.985, -0.284, 1.201], [-7.319, 1.105, 2.245], [-7.155, -0.580, 2.799], [-3.953, -0.613, 1.577], [-4.986, -0.595, 2.980], [-3.337, 1.440, 2.607], [-5.130, 1.874, 2.702], [-4.923, 1.739, 0.210], [-2.618, 3.116, 0.734], [-3.944, 4.163, 1.223], [-3.374, 3.022, -1.403], [-3.295, 4.684, -0.813], [-5.531, 5.912, -1.336], [-5.889, 5.166, 0.440], [-6.925, 4.977, -1.063], [0.270, -6.507, -6.819], [0.592, -5.604, -5.669], [-0.526, -5.547, -4.768], [-0.639, -4.267, -3.936], [-0.902, -3.089, -4.756], [-1.331, -2.038, -3.849], [-1.458, -0.660, -4.473], [-0.117, -0.298, -4.799], [-0.049, 0.756, -5.729], [-0.651, -6.372, -7.364], [0.239, -7.481, -6.391], [1.136, -6.529, -7.467], [-0.611, -6.447, -4.111], [-1.441, -5.703, -5.363], [0.373, -4.135, -3.338], [-1.461, -4.489, -3.255], [-0.076, -2.920, -5.319], [-0.531, -1.885, -2.989], [-2.287, -2.269, -3.460], [-1.776, 0.063, -3.702], [-2.099, -0.645, -5.379], [-0.705, 1.522, -5.388], [-0.347, 0.508, -6.766], [1.026, 1.115, -5.834], [0.351, 2.741, -2.208], [1.222, 2.769, -1.088], [2.524, 3.231, -1.383], [3.354, 3.367, -0.181], [3.196, 2.216, 0.741], [4.164, 1.142, 0.691], [4.018, 0.332, -0.544], [2.634, 0.256, -0.932], [2.465, -0.326, -2.240], [0.838, 2.235, -3.026], [-0.048, 3.715, -2.531], [-0.553, 2.180, -1.830], [2.452, 4.161, -1.980], [2.944, 2.480, -2.051], [3.023, 4.304, 0.354], [4.435, 3.441, -0.474], [3.096, 2.546, 1.722], [3.952, 0.601, 1.599], [5.202, 1.553, 0.860], [4.393, -0.633, -0.283], [4.576, 0.528, -1.457], [2.831, 0.383, -2.974], [1.428, -0.513, -2.525], [2.973, -1.276, -2.324]], "orbital_gap_ev": [7.6038, 7.9305], "e_lumo_ev": [-0.31, 0.02], "spin_multiplicity": 3, "e_tot_ev": -182106.488, "homo_energy_ev": [-7.91, -7.91]}